No. 1
Here is 4 unconnected molecules or ions with the total composition C24H43FN2O5 in a non-equilibrium geometry from the Open Molecules 2025 dataset. Energies are from ωB97M-V/def2-TZVPD.

Geometry as XYZ:
```
75
Properties=species:S:1:pos:R:3:mulliken_charge:R:1
C 7.4419 -3.1999 -0.7410 -1.02
C 6.5397 -1.8606 -0.4605 -0.30
N 5.5578 -1.7316 -1.6019 -0.23
C 4.1163 -1.8531 -1.1665 0.02
C 3.5279 -2.7690 0.0581 -0.24
C 1.8839 -2.7779 0.3591 0.32
C 1.3886 -3.6972 1.6565 -0.44
C 1.8176 -5.2607 1.3970 -0.57
C 0.5449 -6.2972 1.2248 0.29
C 1.1000 -7.5313 0.2530 -1.14
C -0.7462 -5.6483 0.4316 -0.82
C 0.7860 -1.9317 -0.5550 0.14
F -0.6840 -1.9454 -0.3259 -0.36
C 1.3938 -1.0319 -1.7842 0.12
C 3.0079 -0.9882 -2.0722 0.07
C 3.2909 0.0080 -3.3522 0.17
O 4.4490 0.5236 -3.8241 -0.51
N 1.8589 0.2426 -3.8475 -0.35
C 0.6711 -0.0936 -2.9213 0.21
O -0.6146 0.2642 -3.0650 -0.52
H 8.2437 -3.4409 0.0826 0.31
H 8.0650 -2.9777 -1.7349 0.31
H 6.7944 -4.1652 -1.0087 0.27
H 6.0773 -1.7825 0.6112 0.32
H 7.2862 -0.9342 -0.5595 0.25
H 5.7356 -2.4460 -2.3458 0.31
H 4.2658 -3.4115 0.7333 0.34
H 2.0239 -3.2864 2.5784 0.28
H 0.2658 -3.5305 1.9412 0.18
H 2.4617 -5.3714 0.3988 0.20
H 2.5568 -5.5902 2.2735 0.28
H 0.2802 -6.6732 2.3214 0.25
H 1.9580 -8.1282 0.8010 0.28
H 1.6059 -7.0492 -0.7146 0.27
H 0.2163 -8.2087 -0.1180 0.35
H -1.2958 -6.5320 -0.1139 0.37
H -1.4527 -5.1573 1.2578 0.21
H -0.4516 -4.8334 -0.3715 0.08
H 1.6899 -0.4608 -4.6190 0.33
C -2.4523 4.1133 -0.9842 -1.33
C -2.3346 3.0728 0.1180 0.45
C -0.8963 2.6127 0.2945 -0.71
O -3.1534 1.9509 -0.2022 -0.56
H -2.1291 3.7024 -1.9473 0.31
H -3.4947 4.4261 -1.1084 0.27
H -1.8460 4.9963 -0.7599 0.40
H -2.7055 3.4909 1.0601 0.32
H -0.5179 2.1486 -0.6232 0.13
H -0.8286 1.8550 1.0825 -0.04
H -0.2433 3.4507 0.5572 0.40
H -2.8314 1.5731 -1.0374 0.35
C -2.6176 0.8850 4.0098 -0.83
C -1.8167 -0.2882 4.5517 0.34
C -0.3224 -0.0148 4.4902 -1.12
O -2.1150 -1.4556 3.7902 -0.54
H -2.3718 1.0753 2.9591 -0.08
H -3.6907 0.6691 4.0490 0.32
H -2.4222 1.7954 4.5848 0.38
H -2.1119 -0.4884 5.5875 0.30
H 0.0047 0.1436 3.4564 0.19
H 0.2417 -0.8725 4.8719 0.29
H -0.0582 0.8687 5.0795 0.39
H -1.8562 -1.2871 2.8690 0.33
C -4.0975 7.5907 -3.1567 -1.11
C -5.0215 8.3052 -2.1836 0.36
C -5.7109 7.3223 -1.2506 -1.14
O -6.0057 9.0325 -2.9142 -0.55
H -4.6578 6.8920 -3.7881 0.32
H -3.6176 8.3093 -3.8299 0.32
H -3.3189 7.0344 -2.6257 0.26
H -4.4477 9.0300 -1.5957 0.28
H -6.3284 6.6142 -1.8145 0.32
H -6.3821 7.8495 -0.5642 0.32
H -4.9807 6.7579 -0.6625 0.28
H -6.5201 8.3971 -3.4392 0.35
```

Results
**E_HOMO**: -8.97 eV
**Frontier orbital gap**: 0.2607 Ha
**Spin multiplicity**: 1
**M**: 458.615 g mol⁻¹

---

No. 2
Here is a molecular structure, C24H43N2P3SeTl in a non-equilibrium geometry from the Open Molecules 2025 dataset. Energies are from ωB97M-V/def2-TZVPD.

Geometry as XYZ:
```
74
Properties=species:S:1:pos:R:3:mulliken_charge:R:1
Tl 1.8786 -0.1469 -1.2354 0.80
P -2.3140 -1.1695 1.3590 1.00
P 0.9295 -3.4521 -0.3274 0.55
P -2.9393 -1.1163 -0.7723 0.93
H -0.5021 3.8090 -0.6358 0.23
C -1.4877 3.4381 -0.3313 -0.49
C -1.7242 3.0140 0.9221 -0.72
H -0.9330 3.0050 1.6810 0.18
C -0.7563 -0.2922 1.6080 -0.08
C -2.1742 -2.8520 1.9863 -0.97
C -3.6090 -0.3040 2.2712 -1.21
C 2.1535 -3.8787 -1.6354 -1.07
C 2.0657 -3.5163 1.1230 -1.27
C 0.1385 -5.1020 -0.1686 -1.29
C -3.4055 0.5819 -1.1669 -0.79
C -4.3905 -2.1862 -0.8959 -1.37
C -1.7485 -1.7047 -1.9792 -0.53
H -2.2827 3.4973 -1.0843 0.40
H -2.7318 2.7487 1.2649 0.50
H -0.7977 0.7307 1.2039 -0.07
H 0.0753 -0.8433 1.1431 -0.38
H -0.5609 -0.2227 2.6886 0.60
H -1.1526 -3.2386 1.8705 0.01
H -2.8732 -3.5340 1.4842 0.39
H -2.4219 -2.8259 3.0561 0.55
H -3.6159 0.7661 2.0278 0.24
H -3.3967 -0.4224 3.3423 0.50
H -4.5983 -0.7316 2.0592 0.43
H 2.6358 -4.8377 -1.3993 0.44
H 2.9164 -3.0929 -1.7262 0.31
H 1.6264 -3.9610 -2.5953 0.36
H 2.4308 -4.5441 1.2616 0.53
H 1.5269 -3.2035 2.0289 0.33
H 2.9228 -2.8422 0.9749 0.27
H 0.9017 -5.8630 0.0449 0.49
H -0.3720 -5.3524 -1.1094 0.40
H -0.6056 -5.0919 0.6392 0.31
H -3.4513 0.6649 -2.2620 0.53
H -2.6933 1.3262 -0.7811 -0.27
H -4.4027 0.8006 -0.7607 0.46
H -4.6093 -2.3230 -1.9643 0.48
H -5.2574 -1.7237 -0.4053 0.44
H -4.1966 -3.1696 -0.4457 0.41
H -2.3119 -2.0364 -2.8657 0.52
H -1.1715 -2.5628 -1.5982 -0.18
H -1.0427 -0.9190 -2.2886 -0.14
C 1.4299 1.3052 -4.2938 0.11
C 0.5143 2.2224 -3.7228 0.25
C 0.5537 3.5728 -4.0716 -0.57
C 1.4948 4.0375 -5.0049 -0.55
C 2.3946 3.1309 -5.5917 -0.54
C 2.3666 1.7839 -5.2437 -0.50
Se 1.4622 -0.4939 -3.8067 -0.26
H 2.2494 0.1530 1.0895 -0.64
H -0.2223 1.8560 -3.0020 0.25
H -0.1549 4.2672 -3.6138 0.38
H 1.5258 5.0943 -5.2766 0.39
H 3.1183 3.4826 -6.3286 0.39
H 3.0651 1.0732 -5.6871 0.39
N 3.3338 0.5361 4.0205 -0.02
C 3.0643 -0.2817 2.9969 -0.29
N 2.5706 0.4821 2.0057 0.55
C 2.5088 1.8248 2.4103 0.38
C 1.8571 2.9146 1.8367 -0.40
C 1.7391 4.0676 2.6349 -0.67
C 2.2781 4.1070 3.9364 -0.55
C 2.9416 2.9950 4.4825 -0.85
C 3.0120 1.8579 3.6860 0.36
H 3.7175 0.2481 4.9166 0.26
H 3.2642 -1.3468 2.9536 0.50
H 1.4505 2.8365 0.8261 0.56
H 1.2278 4.9517 2.2467 0.45
H 2.1692 5.0229 4.5209 0.42
H 3.3963 2.9794 5.4737 0.42
```

Results
**E_HOMO**: -14.40 eV
**Net charge**: +3
**Frontier orbital gap**: 0.2274 Ha
**ΔE to the lowest compared entry with this formula, charge and spin**: 0.0 kcal/mol
**Spin multiplicity**: 1
**M**: 735.887 g mol⁻¹

---

No. 3
Here is 3 unconnected molecules or ions with the total composition C24H43NO3 from the Open Molecules 2025 dataset. Energies are from ωB97M-V/def2-TZVPD.

Geometry as XYZ:
```
71
Properties=species:S:1:pos:R:3:mulliken_charge:R:1
N 1.6228 -0.7895 0.7683 -0.32
C 2.8843 -0.0626 0.7609 -1.00
C 2.8002 1.2606 0.0313 0.18
O 2.8675 1.0304 -1.3750 -0.41
C 1.6994 1.3542 -1.9738 0.60
O 1.4516 1.1367 -3.1174 -0.55
O 0.8650 1.9245 -1.0919 -0.34
C 1.5458 2.1550 0.1503 -0.09
C 0.6687 2.1010 1.3998 -1.06
C -0.8447 2.1132 1.1406 -1.96
C -1.4213 0.9286 0.4016 1.63
C -1.9815 1.0791 -0.8700 -0.17
C -2.5272 0.0076 -1.5434 -0.81
C -2.5403 -1.2433 -0.9414 -0.62
C -1.9867 -1.4070 0.3225 -0.88
C -1.4365 -0.3358 0.9855 -0.42
H 1.7163 -1.7032 1.1836 0.27
H 1.2203 -0.8807 -0.1542 0.14
H 3.1918 0.1291 1.7877 0.51
H 3.6805 -0.6320 0.2701 0.29
H 3.6387 1.8646 0.3740 0.37
H 1.9222 3.1787 0.0870 0.57
H 0.9254 1.2621 2.0410 0.44
H 0.8905 3.0059 1.9630 0.50
H -1.3253 2.1532 2.1191 0.44
H -1.1261 3.0267 0.6187 0.56
H -1.9629 2.0518 -1.3413 0.44
H -2.9203 0.1701 -2.5356 0.44
H -2.9790 -2.0748 -1.4746 0.46
H -2.0145 -2.3950 0.7603 0.42
H -1.0143 -0.4814 1.9698 0.32
C -5.1934 0.4602 1.1351 -1.03
C -5.4559 1.9466 0.9162 -0.51
C -4.7797 2.8408 1.9537 0.20
C -5.2354 2.6129 3.3959 -0.80
C -6.7359 2.7803 3.6286 -0.46
C -7.2473 4.1845 3.3202 -1.20
H -5.5926 0.1182 2.0915 0.37
H -5.6681 -0.1349 0.3527 0.39
H -4.1251 0.2458 1.0920 0.18
H -6.5334 2.1343 0.9020 0.36
H -5.0851 2.2291 -0.0730 0.37
H -4.9393 3.8878 1.6800 0.38
H -3.6982 2.6787 1.9030 -0.47
H -4.6969 3.3113 4.0451 0.43
H -4.9361 1.6120 3.7191 0.33
H -6.9526 2.5446 4.6738 0.39
H -7.2905 2.0508 3.0325 0.23
H -6.7295 4.9288 3.9290 0.29
H -8.3146 4.2659 3.5295 0.38
H -7.0993 4.4464 2.2716 0.28
C 3.2955 -2.3240 -2.3181 -0.64
C 4.6872 -2.1154 -2.9047 -0.37
C 5.2177 -3.3273 -3.6688 -0.89
C 5.3800 -4.5950 -2.8281 -0.71
C 6.2883 -4.4442 -1.6089 -0.24
C 7.7259 -4.0740 -1.9617 -1.22
H 3.2802 -3.1380 -1.5890 0.30
H 2.9599 -1.4211 -1.8148 -0.16
H 2.5730 -2.5592 -3.1021 0.38
H 5.3840 -1.8423 -2.1062 0.20
H 4.6574 -1.2607 -3.5846 0.41
H 6.1758 -3.0666 -4.1269 0.34
H 4.5388 -3.5466 -4.4986 0.37
H 5.7770 -5.3887 -3.4690 0.41
H 4.3973 -4.9419 -2.4968 0.30
H 6.2892 -5.3889 -1.0587 0.37
H 5.8765 -3.6962 -0.9255 0.15
H 8.1697 -4.8250 -2.6185 0.30
H 8.3437 -4.0075 -1.0651 0.38
H 7.7810 -3.1097 -2.4689 0.28
```

Results
**E_HOMO**: -8.89 eV
**Frontier orbital gap**: 0.3464 Ha
**ΔE to the lowest compared entry with this formula, charge and spin**: 0.0 kcal/mol
**Spin multiplicity**: 1
**M**: 393.612 g mol⁻¹